C57H60Br2F6N2OS | ωB97M-V with the def2-TZVPD basis set

The frontier orbital gap comes out at 8.16 eV. As for the HOMO energy: -8.70 eV. Its charge is 0.

Each line ends with the Löwdin charge.
Atoms and positions in Å:
C -0.670 -0.693 5.072  -0.104
O -1.659 -0.505 6.058  -0.174
C -2.571 0.535 5.791  -0.227
C -3.915 0.066 5.205  -0.147
C -4.279 0.627 3.808  -0.200
C -4.402 -0.455 2.748  -0.207
C -3.042 -1.014 2.300  -0.198
C -2.955 -1.282 0.810  -0.203
C -1.525 -1.455 0.294  -0.198
C -0.679 -0.180 0.269  -0.180
C 0.160 -0.028 1.540  -0.218
C 1.556 0.533 1.344  -0.197
C 1.688 1.969 0.792  -0.126
C 0.893 2.979 1.599  -0.199
C -0.104 3.794 0.994  0.022
C -0.811 4.702 1.717  -0.237
C -1.840 5.630 1.195  -0.641
Br -1.480 7.460 1.550  0.831
C -2.948 5.336 0.529  -0.758
C -3.964 6.316 0.074  -0.177
Br -3.422 3.578 0.035  0.809
C -0.529 4.779 3.103  -0.356
N -1.149 5.569 3.977  -0.252
S -0.492 5.279 5.394  1.017
N 0.599 4.178 5.003  -0.219
C 0.460 3.983 3.695  -0.366
C 1.191 3.084 2.906  0.024
H -1.000 -1.410 4.327  0.072
H 0.202 -1.127 5.546  0.086
H -0.374 0.245 4.613  0.072
H -2.786 0.979 6.758  0.113
H -2.129 1.335 5.197  0.107
H -3.908 -1.017 5.211  0.112
H -4.691 0.398 5.883  0.099
H -3.509 1.341 3.525  0.097
H -5.205 1.183 3.884  0.101
H -4.967 -0.066 1.909  0.101
H -5.006 -1.262 3.150  0.108
H -2.284 -0.317 2.626  0.081
H -2.899 -1.948 2.832  0.114
H -3.570 -2.127 0.521  0.114
H -3.363 -0.436 0.263  0.099
H -1.034 -2.255 0.835  0.111
H -1.637 -1.761 -0.738  0.084
H 0.016 -0.245 -0.561  0.109
H -1.288 0.709 0.151  0.100
H -0.382 0.508 2.309  0.082
H 0.276 -1.035 1.931  0.106
H 2.057 -0.149 0.669  0.094
H 2.053 0.477 2.308  0.102
H 1.376 1.993 -0.243  0.110
H 2.734 2.217 0.924  0.115
H -0.295 3.734 -0.061  0.117
H -4.932 5.926 0.370  0.068
H -3.852 7.273 0.551  0.023
H -3.982 6.364 -1.008  0.084
H 1.964 2.481 3.343  0.127
F -1.868 -3.478 -2.592  0.051
C -2.669 -3.840 -3.615  -0.281
C -3.448 -2.880 -4.228  -0.006
C -4.267 -3.253 -5.283  -0.075
C -4.301 -4.577 -5.701  -0.091
C -3.514 -5.528 -5.066  -0.086
C -2.685 -5.160 -4.017  -0.021
H -3.409 -1.857 -3.883  0.096
H -4.873 -2.516 -5.778  0.088
H -4.943 -4.867 -6.522  0.100
H -3.543 -6.560 -5.389  0.103
H -2.057 -5.883 -3.513  0.116
F -5.497 -0.591 -5.054  0.038
C -4.880 0.609 -4.949  -0.276
C -4.901 1.471 -6.026  -0.020
C -4.269 2.700 -5.909  -0.093
C -3.620 3.041 -4.730  -0.094
C -3.607 2.156 -3.662  -0.079
C -4.249 0.931 -3.767  -0.017
H -5.405 1.181 -6.939  0.118
H -4.282 3.392 -6.740  0.109
H -3.125 3.999 -4.645  0.106
H -3.098 2.424 -2.744  0.060
H -4.262 0.231 -2.945  0.112
F 4.330 -0.238 -0.270  0.049
C 4.937 -1.432 -0.432  -0.283
C 4.977 -2.310 0.631  -0.007
C 5.596 -3.539 0.461  -0.075
C 6.171 -3.867 -0.758  -0.111
C 6.124 -2.967 -1.813  -0.091
C 5.497 -1.739 -1.656  -0.018
H 4.529 -2.032 1.576  0.116
H 5.632 -4.242 1.283  0.097
H 6.658 -4.824 -0.884  0.107
H 6.577 -3.219 -2.763  0.107
H 5.441 -1.025 -2.467  0.117
F 4.287 -4.681 3.531  0.047
C 5.336 -5.057 4.293  -0.293
C 6.185 -4.088 4.787  -0.019
C 7.262 -4.475 5.571  -0.081
C 7.480 -5.819 5.840  -0.096
C 6.617 -6.777 5.329  -0.083
C 5.533 -6.397 4.552  -0.018
H 6.002 -3.046 4.559  0.117
H 7.931 -3.726 5.971  0.105
H 8.323 -6.118 6.449  0.101
H 6.788 -7.825 5.534  0.105
H 4.845 -7.129 4.150  0.118
F 8.942 -4.576 1.173  0.053
C 9.824 -3.603 0.866  -0.280
C 11.127 -3.720 1.303  -0.020
C 12.033 -2.719 0.982  -0.086
C 11.624 -1.619 0.241  -0.099
C 10.306 -1.521 -0.185  -0.078
C 9.397 -2.521 0.123  -0.008
H 11.423 -4.582 1.885  0.116
H 13.059 -2.799 1.312  0.103
H 12.332 -0.839 -0.003  0.100
H 9.984 -0.662 -0.759  0.105
H 8.368 -2.467 -0.205  0.095
F -6.280 4.700 -4.701  0.059
C -6.908 5.280 -5.740  -0.289
C -7.470 4.478 -6.712  -0.020
C -8.119 5.077 -7.781  -0.082
C -8.190 6.460 -7.869  -0.098
C -7.615 7.248 -6.881  -0.084
C -6.971 6.657 -5.804  -0.017
H -7.396 3.402 -6.627  0.111
H -8.570 4.462 -8.548  0.105
H -8.694 6.924 -8.705  0.100
H -7.666 8.326 -6.950  0.104
H -6.523 7.253 -5.020  0.117

C57H61NO3 | ωB97M-V with the def2-TZVPD basis set

The frontier orbital gap comes out at 8.67 eV. As for the HOMO energy: -8.26 eV. As for the structure (SMILES): O=C(O)OCCCCn1cccc1.c1ccccc1.c1ccccc1.c1ccccc1.c1ccccc1.c1ccccc1.c1ccccc1.c1ccccc1.c1ccccc1. Its charge is 0.

Each line ends with the Löwdin charge.
Atoms and positions in Å:
O 0.503 1.342 2.792  0.169
C -0.192 0.414 2.555  -0.633
O -0.831 0.228 1.361  0.100
O -0.436 -0.604 3.359  0.031
C 0.449 -0.720 4.489  -0.144
C 0.421 -2.141 5.020  -0.160
C 0.382 -3.243 3.956  -0.169
C 1.321 -3.047 2.779  -0.135
N 2.711 -2.822 3.151  -0.108
C 3.361 -3.224 4.288  -0.112
C 4.670 -2.783 4.218  -0.102
C 4.816 -2.098 2.992  -0.096
C 3.591 -2.141 2.354  -0.094
H -1.679 0.686 1.426  0.108
H 0.107 -0.037 5.264  0.134
H 1.454 -0.403 4.224  0.129
H 1.297 -2.240 5.655  0.093
H -0.436 -2.263 5.680  0.115
H -0.629 -3.321 3.564  0.116
H 0.589 -4.193 4.447  0.110
H 0.979 -2.206 2.185  0.114
H 1.262 -3.921 2.129  0.127
H 2.853 -3.782 5.051  0.105
H 5.389 -2.960 4.998  0.089
H 5.725 -1.645 2.639  0.092
H 3.335 -1.730 1.395  0.116
C -2.868 0.971 -1.350  -0.089
C -3.753 1.909 -0.835  -0.091
C -4.861 2.300 -1.575  -0.087
C -5.082 1.756 -2.833  -0.090
C -4.194 0.824 -3.351  -0.097
C -3.089 0.432 -2.609  -0.112
H -2.002 0.664 -0.779  0.085
H -3.579 2.342 0.143  0.098
H -5.550 3.031 -1.173  0.102
H -5.944 2.060 -3.412  0.098
H -4.364 0.404 -4.335  0.094
H -2.396 -0.297 -3.014  0.098
C 7.637 -3.586 -0.422  -0.098
C 8.987 -3.267 -0.375  -0.100
C 9.731 -3.564 0.759  -0.101
C 9.124 -4.177 1.846  -0.098
C 7.773 -4.492 1.800  -0.099
C 7.030 -4.198 0.665  -0.102
H 7.058 -3.356 -1.307  0.099
H 9.460 -2.785 -1.221  0.099
H 10.784 -3.316 0.796  0.098
H 9.703 -4.409 2.730  0.099
H 7.296 -4.964 2.649  0.100
H 5.976 -4.441 0.632  0.099
C 4.419 -0.585 8.603  -0.091
C 4.100 -1.633 7.750  -0.098
C 4.276 -2.945 8.168  -0.098
C 4.773 -3.210 9.436  -0.094
C 5.098 -2.163 10.287  -0.093
C 4.920 -0.851 9.870  -0.098
H 4.279 0.438 8.279  0.101
H 3.718 -1.430 6.757  0.085
H 4.027 -3.763 7.502  0.093
H 4.909 -4.233 9.762  0.100
H 5.492 -2.367 11.275  0.099
H 5.173 -0.034 10.534  0.088
C -4.811 2.848 -6.413  -0.093
C -5.692 3.793 -5.905  -0.098
C -6.795 4.185 -6.651  -0.092
C -7.016 3.634 -7.905  -0.092
C -6.133 2.692 -8.416  -0.089
C -5.031 2.299 -7.669  -0.085
H -3.952 2.540 -5.829  0.084
H -5.517 4.223 -4.928  0.100
H -7.482 4.921 -6.253  0.099
H -7.877 3.938 -8.486  0.081
H -6.305 2.264 -9.395  0.102
H -4.345 1.561 -8.065  0.086
C -2.468 -1.130 -6.320  -0.097
C -2.441 -0.905 -7.689  -0.100
C -2.623 -1.963 -8.569  -0.092
C -2.828 -3.245 -8.079  -0.094
C -2.849 -3.470 -6.710  -0.093
C -2.669 -2.412 -5.829  -0.090
H -2.331 -0.303 -5.633  0.074
H -2.277 0.095 -8.072  0.089
H -2.603 -1.788 -9.637  0.101
H -2.972 -4.069 -8.765  0.101
H -3.005 -4.470 -6.328  0.101
H -2.687 -2.587 -4.761  0.099
C 6.815 0.115 13.378  -0.104
C 6.897 -0.297 14.701  -0.097
C 8.034 -0.950 15.155  -0.098
C 9.088 -1.194 14.285  -0.097
C 9.003 -0.788 12.961  -0.095
C 7.867 -0.132 12.507  -0.102
H 5.929 0.629 13.026  0.096
H 6.074 -0.108 15.378  0.100
H 8.099 -1.269 16.187  0.100
H 9.976 -1.702 14.640  0.100
H 9.823 -0.982 12.281  0.101
H 7.802 0.185 11.474  0.098
C -12.969 4.633 -10.477  -0.098
C -11.678 4.953 -10.875  -0.097
C -10.656 5.004 -9.937  -0.099
C -10.925 4.736 -8.602  -0.099
C -12.216 4.420 -8.204  -0.095
C -13.238 4.368 -9.141  -0.097
H -13.765 4.589 -11.208  0.100
H -11.469 5.164 -11.915  0.100
H -9.649 5.253 -10.248  0.098
H -10.128 4.774 -7.871  0.088
H -12.426 4.215 -7.162  0.100
H -14.245 4.121 -8.831  0.100
C 1.031 4.129 -4.600  -0.095
C 0.213 3.296 -3.849  -0.087
C -0.684 2.449 -4.483  -0.082
C -0.763 2.436 -5.869  -0.094
C 0.050 3.272 -6.621  -0.091
C 0.949 4.117 -5.986  -0.097
H 1.734 4.787 -4.105  0.100
H 0.274 3.308 -2.768  0.102
H -1.320 1.799 -3.899  0.073
H -1.463 1.774 -6.364  0.074
H -0.016 3.264 -7.701  0.101
H 1.585 4.768 -6.571  0.100

Question: Which formula does entry 2 have?
Answer: C57H61NO3